No. 1
Formula: C21H35N3O4
Source: OMol25
Level of theory: ωB97M-V/def2-TZVPD

Results
- Orbital gap: 9.6 eV
- SMILES string: C=CCC1(C(=O)N[C@H](C)C(=O)NCC(C)C)CN(C(=O)[C@H](C)C2(O)CCC2)C1
- Relative energy (zero: lowest compared OMol25 entry of this formula, charge and spin): 22.30 kcal per mole
- E: -35005.4127 eV

Geometry as ORCA input:
```
! RIJCOSX wB97M-V def2-TZVPD def2/J DEFGRID3
* xyz 0 1
C 0.498 2.895 1.283
C -0.347 1.873 1.305
C -0.720 1.051 0.104
C -0.098 -0.370 0.063
C 1.106 -0.372 -0.861
O 1.120 -0.957 -1.931
N 2.161 0.347 -0.410
C 3.346 0.528 -1.216
C 4.303 -0.659 -1.091
C 4.016 1.818 -0.754
O 3.750 2.328 0.324
N 4.936 2.327 -1.599
C 5.680 3.535 -1.279
C 4.905 4.823 -1.554
C 4.562 4.961 -3.033
C 5.717 6.016 -1.064
C 0.125 -1.058 1.442
N -1.020 -1.910 1.141
C -1.606 -2.968 1.753
O -2.423 -3.656 1.170
C -1.184 -3.204 3.200
C -1.037 -4.699 3.456
C -2.167 -2.557 4.186
O -3.351 -3.314 4.162
C -1.502 -2.305 5.565
C -1.214 -0.855 5.117
C -2.297 -1.021 4.029
C -1.119 -1.493 -0.254
H 0.736 3.453 2.179
H 0.988 3.206 0.367
H -0.815 1.599 2.246
H -1.807 0.940 0.091
H -0.450 1.585 -0.809
H 2.098 0.915 0.425
H 3.037 0.627 -2.260
H 5.177 -0.534 -1.732
H 4.640 -0.761 -0.059
H 3.783 -1.568 -1.388
H 5.067 1.886 -2.492
H 5.953 3.489 -0.225
H 6.602 3.525 -1.867
H 3.978 4.768 -0.977
H 5.472 5.013 -3.637
H 3.964 4.120 -3.389
H 3.991 5.872 -3.217
H 6.664 6.089 -1.606
H 5.174 6.948 -1.219
H 5.945 5.932 0.000
H 1.072 -1.602 1.504
H 0.019 -0.427 2.324
H -0.221 -2.709 3.360
H -0.230 -5.115 2.850
H -0.813 -4.892 4.506
H -1.960 -5.209 3.194
H -4.001 -2.883 4.727
H -2.252 -2.337 6.357
H -0.662 -2.939 5.847
H -1.363 -0.067 5.852
H -0.215 -0.750 4.695
H -2.141 -0.588 3.042
H -3.272 -0.695 4.399
H -2.113 -1.163 -0.556
H -0.752 -2.241 -0.955
*
```

Charges obtained by natural (NBO) population analysis, quoted in units of e:
1. C -0.379
2. C -0.193
3. C -0.439
4. C -0.140
5. C 0.697
6. O -0.631
7. N -0.636
8. C -0.141
9. C -0.605
10. C 0.684
11. O -0.645
12. N -0.610
13. C -0.215
14. C -0.232
15. C -0.610
16. C -0.604
17. C -0.201
18. N -0.450
19. C 0.697
20. O -0.606
21. C -0.325
22. C -0.599
23. C 0.295
24. O -0.703
25. C -0.433
26. C -0.409
27. C -0.429
28. C -0.174
29. H 0.205
30. H 0.199
31. H 0.197
32. H 0.225
33. H 0.224
34. H 0.437
35. H 0.223
36. H 0.207
37. H 0.214
38. H 0.235
39. H 0.400
40. H 0.221
41. H 0.196
42. H 0.211
43. H 0.199
44. H 0.207
45. H 0.216
46. H 0.200
47. H 0.214
48. H 0.213
49. H 0.200
50. H 0.202
51. H 0.206
52. H 0.209
53. H 0.205
54. H 0.245
55. H 0.467
56. H 0.206
57. H 0.209
58. H 0.210
59. H 0.198
60. H 0.209
61. H 0.204
62. H 0.200
63. H 0.223

=====

No. 2
Formula: C35H40B2F4N5O5PS2SnTe
Source: OMol25
Level of theory: ωB97M-V/def2-TZVPD

Results
- Orbital gap: 6.9 eV
- Relative energy (zero: lowest compared OMol25 entry of this formula, charge and spin): 28.20 kcal per mole
- E: -110944.9938 eV

Geometry as ORCA input:
```
! RIJCOSX wB97M-V def2-TZVPD def2/J DEFGRID3
* xyz 0 1
Sn 0.348 -0.008 -0.016
C -2.672 3.869 1.268
C -1.768 2.864 0.632
N -1.416 1.759 1.169
O -1.847 1.502 2.470
B -0.962 1.146 3.425
F -1.504 0.888 4.604
F -1.500 -1.606 2.905
O 0.395 1.148 3.417
N 1.040 1.524 2.236
C 2.317 1.603 2.257
C 3.177 1.336 3.447
C 2.909 2.019 0.979
N 2.187 1.783 -0.054
O 2.612 2.212 -1.253
B 1.673 1.911 -2.358
F 1.412 0.517 -2.389
F 2.223 2.298 -3.531
O 0.394 2.648 -2.207
N -0.236 2.395 -1.050
C -1.194 3.162 -0.681
C -1.665 4.345 -1.466
C 4.244 2.684 0.912
H -2.934 3.557 2.275
H -3.581 3.965 0.681
H -2.193 4.845 1.306
H 2.569 0.913 4.243
H 3.646 2.252 3.803
H 3.961 0.631 3.177
H -1.168 4.324 -2.433
H -1.403 5.270 -0.955
H -2.744 4.324 -1.606
H 4.784 2.606 1.849
H 4.106 3.733 0.652
H 4.822 2.226 0.110
O 0.051 -2.497 -1.117
C 0.037 -2.534 -2.521
C -0.717 -1.342 -3.046
C -0.666 -1.008 -4.395
C -1.385 0.086 -4.834
C -2.154 0.792 -3.919
C -2.136 0.390 -2.598
N -1.428 -0.648 -2.167
H 0.627 -3.218 -0.760
H -0.469 -3.451 -2.862
H 1.057 -2.520 -2.928
H -0.052 -1.584 -5.069
H -1.350 0.390 -5.870
H -2.745 1.641 -4.225
H -2.717 0.904 -1.843
C -7.802 -4.029 2.456
C -6.408 -3.607 2.106
C -6.161 -2.608 1.178
C -4.866 -2.225 0.850
C -4.663 -1.146 -0.169
C -3.792 -2.858 1.470
Te -1.767 -2.296 1.029
C -4.020 -3.881 2.395
C -2.880 -4.596 3.046
C -5.324 -4.230 2.708
H -8.538 -3.504 1.851
H -8.010 -3.828 3.506
H -7.923 -5.101 2.295
H -6.995 -2.107 0.704
H -5.605 -0.645 -0.382
H -4.282 -1.562 -1.102
H -3.942 -0.414 0.192
H -2.276 -5.109 2.296
H -3.241 -5.329 3.761
H -2.233 -3.894 3.565
H -5.502 -5.005 3.440
S 1.506 -4.501 0.646
P 2.809 -3.158 1.254
S 2.610 -1.190 0.684
C 2.947 -3.090 3.075
C 2.029 -2.364 3.821
C 2.191 -2.260 5.190
C 3.267 -2.874 5.811
C 4.156 -3.637 5.072
C 3.991 -3.755 3.704
C 4.504 -3.546 0.698
C 4.754 -4.656 -0.093
C 6.047 -4.924 -0.511
C 7.081 -4.084 -0.139
C 6.827 -2.965 0.642
C 5.539 -2.690 1.056
H 1.202 -1.866 3.330
H 1.480 -1.688 5.771
H 3.410 -2.767 6.874
H 4.985 -4.136 5.553
H 4.684 -4.343 3.116
H 3.938 -5.311 -0.363
H 6.245 -5.789 -1.125
H 8.091 -4.295 -0.459
H 7.638 -2.310 0.928
H 5.320 -1.822 1.662
*
```

Charges obtained by Mulliken population analysis, quoted in units of e:
1. Sn 1.209
2. C -1.792
3. C 0.331
4. N 0.514
5. O -0.749
6. B 1.052
7. F -0.183
8. F -0.512
9. O -0.544
10. N 0.090
11. C 0.666
12. C -1.727
13. C 0.233
14. N 0.694
15. O -0.574
16. B 0.463
17. F 0.009
18. F -0.329
19. O -0.464
20. N 0.612
21. C 0.065
22. C -2.077
23. C -1.710
24. H 0.433
25. H 0.361
26. H 0.375
27. H 0.335
28. H 0.450
29. H 0.224
30. H 0.431
31. H 0.380
32. H 0.380
33. H 0.488
34. H 0.300
35. H 0.349
36. O 0.388
37. C -0.885
38. C 0.651
39. C -0.801
40. C -0.552
41. C -0.865
42. C -0.370
43. N 0.152
44. H -0.501
45. H 0.394
46. H 0.432
47. H 0.489
48. H 0.404
49. H 0.456
50. H 0.572
51. C -1.544
52. C 0.774
53. C -1.216
54. C 1.246
55. C -1.157
56. C -0.225
57. Te 1.352
58. C 0.882
59. C -1.704
60. C -1.019
61. H 0.346
62. H 0.337
63. H 0.354
64. H 0.285
65. H 0.401
66. H 0.368
67. H -0.082
68. H 0.330
69. H 0.407
70. H 0.200
71. H 0.371
72. S -0.641
73. P 1.628
74. S -0.354
75. C 0.029
76. C -0.254
77. C -0.674
78. C -0.596
79. C -0.697
80. C -0.402
81. C -0.224
82. C -0.489
83. C -0.642
84. C -0.451
85. C -0.791
86. C -0.053
87. H 0.394
88. H 0.509
89. H 0.396
90. H 0.411
91. H 0.458
92. H 0.393
93. H 0.407
94. H 0.378
95. H 0.409
96. H 0.403

=====

No. 3
Formula: C2H3NOS2
Source: OMol25
Level of theory: ωB97M-V/def2-TZVPD

Results
- Orbital gap: 7.7 eV
- SMILES string: O/N=C/SC=S
- Relative energy (zero: lowest compared OMol25 entry of this formula, charge and spin): 106.46 kcal per mole
- E: -27326.1604 eV

Geometry as ORCA input:
```
! RIJCOSX wB97M-V def2-TZVPD def2/J DEFGRID3
* xyz 0 1
O 2.846 0.019 -0.047
N 1.623 -0.700 0.028
C 0.548 0.105 -0.171
S -0.909 -0.696 0.156
C -2.311 0.269 0.349
S -3.789 -0.336 -0.178
H 3.330 -1.016 -0.124
H 0.835 1.019 -0.762
H -2.173 1.335 0.751
*
```

Charges obtained by natural (NBO) population analysis, quoted in units of e:
1. O -0.541
2. N -0.145
3. C -0.241
4. S 0.434
5. C -0.513
6. S 0.040
7. H 0.501
8. H 0.235
9. H 0.228

=====

no.,LUMO (eV)
1,0.578
2,-0.514
3,-1.052